DFT (ωB97M-V/def2-TZVPD) results for a molecular structure, C4H3DyLi2O2.

Positions of all 12 atoms, in Å:
C 0.410 1.028 -0.474
O 1.496 0.783 0.233
Li 2.866 0.697 -2.516
Li 0.404 0.958 1.998
H -0.362 1.367 -1.491
C -0.929 0.750 -0.155
C -1.134 -0.153 1.025
C -0.903 -1.478 0.907
O -0.468 -2.135 -0.240
Dy 1.280 -1.263 -0.840
H -1.604 1.614 -0.197
H -1.055 -2.167 1.750

For the HOMO energy (spin up / spin down), the calculation gives -15.84 / -15.89 eV. Its expectation value of S² is 9.82. The calculation puts the energy at -1204.0156 Ha. The multiplicity is 6. As for the charge: +2. Its LUMO energy (spin up / spin down) is -9.017 / -9.929 eV.